[1]
DFT (the ωB97M-V functional and the def2-TZVPD basis) results for a molecular structure, C7H14AsF6K2N4O6.

Properties
energy relative to the best compared isomer or geometry (same formula, charge and spin) = 21.5 kcal/mol
HOMO = -8.59 eV
net charge = +1
frontier orbital gap = 2.97 eV

```
40
Properties=species:S:1:pos:R:3:mulliken_charge:R:1
K -2.459 -4.225 34.789 1.0165
K 1.783 -4.640 35.130 0.9891
As 0.441 -0.909 33.683 2.0851
F 1.131 -1.041 35.319 -0.4788
F -0.327 0.640 34.099 -0.4433
F -0.227 -0.769 32.008 -0.4434
F 1.235 -2.520 33.425 -0.5668
F -1.095 -1.712 34.336 -0.6016
F 1.998 -0.147 33.204 -0.4521
C -2.468 0.962 36.698 -0.7208
N -3.451 0.314 37.510 0.8305
O -3.164 -0.721 38.154 -0.5219
O -4.653 0.727 37.376 -0.4871
H -2.270 1.927 37.164 0.3501
H -2.921 1.160 35.727 0.2650
H -1.497 0.466 36.697 0.2697
C -2.265 1.172 31.719 -0.5180
N -1.444 2.418 31.591 0.9686
O -1.525 3.199 32.485 -0.6230
O -0.775 2.826 30.595 -0.5354
H -2.136 0.796 32.734 0.0486
H -1.734 0.500 31.045 0.2622
H -3.305 1.248 31.403 0.3066
C 3.530 -2.156 31.226 -0.6284
N 4.733 -1.323 31.580 0.8968
O 5.165 -0.610 30.679 -0.4960
O 5.261 -1.526 32.697 -0.5221
H 3.351 -2.796 32.090 0.1434
H 3.668 -2.885 30.428 0.3695
H 2.643 -1.552 31.034 0.2149
N 0.843 4.088 33.926 0.2487
C 1.030 5.388 34.288 -0.4108
C 2.269 5.527 34.896 -0.5195
C 2.819 4.262 34.863 -0.6031
C 1.781 3.379 34.482 -0.4224
H 0.110 3.741 33.325 0.2211
H 0.321 6.129 33.948 0.3793
H 2.786 6.445 35.133 0.3744
H 3.862 4.071 35.064 0.3805
H 1.799 2.306 34.360 0.3738
```

[2]
DFT (the ωB97M-V functional and the def2-TZVPD basis) results for a molecular structure, C19H16INNiO8S2.

Properties
energy relative to the best compared isomer or geometry (same formula, charge and spin) = 0.0 kcal/mol
HOMO (spin up / spin down) = -1.61 / -1.62 eV
net charge = -2
expectation value of S² = 2.008
multiplicity = 3
frontier orbital gap (spin up / spin down) = 5.83 / 5.82 eV

```
48
Properties=species:S:1:pos:R:3:mulliken_charge:R:1
Ni -0.287 -0.170 -0.177 0.3587
I -0.128 0.925 2.249 0.0838
C 1.955 0.418 2.240 0.5019
C 2.664 0.558 3.398 -0.5738
C 4.048 0.299 3.393 -0.4323
C 4.671 -0.061 2.231 -0.9008
C 3.941 -0.220 1.028 1.0133
C 4.580 -0.587 -0.175 -0.7849
C 3.846 -0.750 -1.318 -0.8958
C 2.449 -0.576 -1.307 0.0810
C 1.760 -0.213 -0.170 -0.8070
C 2.526 -0.005 1.015 1.1572
H 2.170 0.867 4.310 0.3548
H 4.610 0.396 4.315 0.3540
H 5.741 -0.243 2.211 0.3029
H 5.653 -0.754 -0.164 0.2912
H 4.346 -1.027 -2.242 0.3706
H 1.894 -0.756 -2.221 0.2305
N -0.100 0.687 -4.112 -0.5716
C -1.062 -0.400 -4.284 -0.7064
C -1.225 -1.381 -3.080 0.4218
O -2.005 -2.316 -3.280 -0.7518
O -0.558 -1.129 -2.033 -0.3538
H 0.791 0.430 -4.513 0.3230
H 0.104 0.775 -3.120 0.0617
H -1.837 1.961 -2.945 0.3943
H -0.803 -0.992 -5.162 0.4054
H -2.064 0.010 -4.455 0.2186
O -5.633 -5.566 -1.081 -0.5256
C -4.698 -5.981 -0.177 0.6317
O -4.845 -7.077 0.316 -0.6455
C -3.595 -5.062 0.108 0.9292
C -2.528 -5.521 0.892 -0.5955
C -1.451 -4.715 1.172 -0.6363
C -1.387 -3.385 0.698 0.6485
S -0.011 -2.406 1.041 -0.3978
C -2.484 -2.912 -0.046 -0.9907
C -3.544 -3.733 -0.344 -0.6809
H -5.348 -4.729 -1.463 0.2907
H -2.572 -6.537 1.265 0.3768
H -0.626 -5.082 1.769 0.3809
H -2.473 -1.893 -0.398 0.3585
H -4.350 -3.303 -0.932 0.0926
O -1.999 3.023 0.085 -0.6145
S -1.648 1.954 -0.808 0.9992
O -0.217 1.844 -1.102 -0.6379
O -2.254 0.668 -0.457 -0.5915
O -2.312 2.407 -2.213 -0.5383
```

[3]
DFT (the ωB97M-V functional and the def2-TZVPD basis) results for 3 unconnected molecules or ions with the total composition C3H13N2O3.

Properties
energy relative to the best compared isomer or geometry (same formula, charge and spin) = 26.8 kcal/mol
HOMO = -13.85 eV
net charge = +1
frontier orbital gap = 10.82 eV

```
21
Properties=species:S:1:pos:R:3:mulliken_charge:R:1
O 0.258 -1.282 0.835 -0.6108
C -0.432 -0.300 0.990 0.5453
N -1.126 0.030 2.088 -0.3554
C -0.540 0.717 -0.159 -0.6079
N -0.151 -0.053 -1.374 -0.1282
C 0.838 0.612 -2.287 -0.9544
H -0.924 -0.436 2.962 0.2441
H -1.562 0.942 2.172 0.3025
H -1.506 1.192 -0.255 0.3803
H 0.300 1.358 0.033 0.3317
H -0.903 -0.525 -1.859 0.3704
H 0.404 -0.813 -0.951 0.3588
H 0.649 1.657 -2.336 0.4000
H 0.851 0.149 -3.268 0.3455
H 1.823 0.540 -1.840 0.3896
H 4.295 -3.861 -0.126 0.3203
H 4.744 -2.417 -0.253 0.3201
O 4.081 -3.039 -0.579 -0.6368
H -3.668 1.016 2.187 0.3367
H -4.004 2.572 1.797 0.3199
O -3.425 1.940 2.223 -0.6718
```

[4]
DFT (the ωB97M-V functional and the def2-TZVPD basis) results for a molecular structure, C38H33BN7O4RuS.

Properties
HOMO (spin up / spin down) = -5.93 / -7.13 eV
expectation value of S² = 8.814
multiplicity = 6
frontier orbital gap (spin up / spin down) = 6.60 / 5.93 eV

```
85
Properties=species:S:1:pos:R:3:mulliken_charge:R:1
Ru -0.048 -0.073 1.055 -0.4530
C 3.246 -4.435 4.918 -1.5052
C 2.478 -3.774 3.837 0.5489
C 1.482 -4.475 3.128 -1.1632
C 0.806 -3.886 2.074 -0.1575
C 1.155 -2.590 1.649 1.1592
N 0.477 -1.962 0.602 0.1288
C 0.015 -2.607 -0.531 0.6424
C 0.792 -3.535 -1.198 0.0120
C 0.445 -4.098 -2.393 -0.9606
C -0.741 -3.705 -3.027 0.2409
C -1.135 -4.353 -4.325 -1.8617
C -1.526 -2.776 -2.380 -0.2169
C -1.204 -2.231 -1.133 -0.0538
N -2.135 -1.382 -0.539 0.5224
C -3.535 -1.290 -0.956 -0.3763
C -4.150 -0.560 0.207 -1.5153
C -3.133 -0.197 0.977 -0.3664
N -1.915 -0.648 0.548 -0.1246
C 2.186 -1.907 2.335 -0.4434
C 2.770 -2.470 3.433 -0.7855
N 2.709 -0.695 1.847 -0.0387
C 4.009 -0.366 1.706 -0.2197
C 4.049 0.884 1.118 -1.3513
C 2.720 1.278 0.961 -0.7434
N 1.924 0.305 1.388 1.1463
H 3.486 -5.482 4.692 0.3856
H 2.701 -4.428 5.867 0.2913
H 4.199 -3.911 5.040 0.3524
H 1.269 -5.510 3.390 0.4002
H 0.074 -4.444 1.505 0.5389
H 1.707 -3.835 -0.702 0.5398
H 1.094 -4.837 -2.852 0.4135
H -1.457 -5.357 -4.152 0.3596
H -0.272 -4.385 -4.979 0.4243
H -1.945 -3.811 -4.805 0.3545
H -2.438 -2.456 -2.884 0.3402
H -3.913 -2.306 -1.171 0.6389
H -5.178 -0.317 0.198 0.4784
H -3.123 0.459 1.824 0.5201
H 3.536 -1.917 3.929 0.5014
H 4.808 -1.021 1.963 0.5300
H 4.898 1.488 0.885 0.4588
H 2.335 2.163 0.494 0.4965
C -0.514 2.007 -7.299 -1.3298
C -1.205 1.759 -5.975 0.9108
C -2.442 2.363 -5.702 -0.6814
C -3.100 2.154 -4.495 -0.8471
C -2.527 1.326 -3.547 -0.0291
C -1.283 0.764 -3.754 0.1117
C -0.618 1.024 -4.952 -1.0250
S -3.365 1.107 -1.977 1.2521
O -3.663 -0.572 -2.194 -0.3732
O -4.635 1.813 -2.073 -0.7817
N 0.018 1.271 -0.487 -0.4360
C -0.680 2.400 -0.238 0.5349
C -0.663 3.529 -1.062 -0.7904
C -1.462 4.612 -0.744 -0.2845
C -2.260 4.574 0.403 -1.1011
C -2.268 3.387 1.121 -0.3834
N -1.535 2.345 0.824 0.6642
H -1.072 2.767 -7.861 0.3515
H -0.455 1.102 -7.874 0.3089
H 0.523 2.318 -7.146 0.3296
H -2.884 2.964 -6.490 0.2959
H -4.069 2.571 -4.281 0.5323
H -0.821 0.206 -2.961 0.4641
H 0.387 0.606 -5.078 0.3948
H -0.071 3.483 -1.977 0.4784
H -1.462 5.459 -1.424 0.4413
H -2.903 5.420 0.646 0.4235
H -2.929 3.257 1.987 0.3891
O 0.564 0.759 4.074 -0.7060
B 0.131 1.217 2.821 1.1086
O 0.508 2.582 2.694 -0.3915
C 1.275 2.877 3.800 0.4490
C 1.921 4.044 4.095 -0.8384
C 2.793 4.026 5.189 -0.5926
C 2.867 2.885 5.998 -0.4696
C 2.142 1.735 5.722 -1.0720
C 1.343 1.761 4.600 0.8152
H 1.790 4.918 3.482 0.5072
H 3.402 4.898 5.391 0.3952
H 3.483 2.897 6.878 0.4030
H 2.217 0.842 6.324 0.4826
```